[1]
C27H61ClI2NOP | wB97M-V/def2-TZVPD

## Properties
- Spin multiplicity: 1
- F_max: 0.0069 hartree/bohr

CARTESIAN COORDINATES (ANGSTROEM)
1 C -3.67 -2.71 -0.29
2 C -2.77 -3.92 -0.35
3 O -2.99 -4.89 0.33
4 N -1.60 -3.86 -1.16
5 C -1.87 -3.35 -2.50
6 P -0.24 -2.94 -0.29
7 C 1.06 -3.86 -1.19
8 C 1.53 -3.26 -2.54
9 C 1.71 -4.37 -3.55
10 Cl 2.59 -3.81 -5.00
11 C 0.95 -1.88 0.82
12 I -0.39 -0.92 2.20
13 C 1.94 -0.84 0.29
14 C 3.32 -1.42 -0.07
15 I 1.14 0.35 -1.33
16 H -3.51 -2.24 0.69
17 H -4.71 -3.03 -0.34
18 H -3.47 -1.97 -1.06
19 H -2.83 -3.71 -2.87
20 H -1.11 -3.72 -3.19
21 H -1.87 -2.25 -2.56
22 H -0.80 -1.73 -0.74
23 H -0.70 -3.54 0.89
24 H 1.91 -4.00 -0.51
25 H 0.61 -4.84 -1.36
26 H 0.81 -2.53 -2.92
27 H 2.47 -2.72 -2.43
28 H 0.74 -4.72 -3.91
29 H 2.27 -5.21 -3.14
30 H 1.52 -2.58 1.44
31 H 2.08 -0.08 1.04
32 H 3.60 -1.24 -1.11
33 H 4.08 -0.96 0.56
34 H 3.36 -2.50 0.11
35 C 2.72 5.42 3.62
36 C 2.60 4.35 2.53
37 C 1.78 3.13 2.97
38 C 2.35 2.37 4.16
39 C 3.79 1.87 3.98
40 C 3.94 0.89 2.83
41 H 3.23 5.04 4.50
42 H 3.27 6.29 3.26
43 H 1.73 5.76 3.93
44 H 3.59 4.04 2.21
45 H 2.12 4.79 1.65
46 H 1.67 2.46 2.11
47 H 0.77 3.46 3.22
48 H 1.70 1.52 4.37
49 H 2.31 3.00 5.05
50 H 4.10 1.38 4.91
51 H 4.47 2.71 3.84
52 H 3.28 0.02 2.98
53 H 4.96 0.52 2.75
54 H 3.68 1.35 1.87
55 C -2.81 10.22 4.24
56 C -1.35 10.16 4.67
57 C -0.56 9.03 4.02
58 C -1.08 7.63 4.33
59 C -1.16 7.28 5.81
60 C 0.19 7.34 6.52
61 H -3.35 9.31 4.52
62 H -3.33 11.06 4.71
63 H -2.90 10.33 3.16
64 H -1.30 10.07 5.76
65 H -0.87 11.11 4.42
66 H 0.48 9.11 4.32
67 H -0.57 9.17 2.93
68 H -0.43 6.90 3.83
69 H -2.07 7.49 3.88
70 H -1.57 6.27 5.91
71 H -1.86 7.95 6.32
72 H 0.90 6.66 6.05
73 H 0.10 7.05 7.57
74 H 0.62 8.34 6.49
75 C -1.02 -7.71 -8.55
76 C -2.37 -7.64 -7.85
77 C -2.68 -6.26 -7.27
78 C -1.70 -5.78 -6.21
79 C -1.54 -6.71 -5.01
80 C -2.83 -6.92 -4.22
81 H -0.20 -7.51 -7.87
82 H -0.85 -8.70 -8.98
83 H -0.96 -6.99 -9.36
84 H -2.42 -8.39 -7.06
85 H -3.16 -7.90 -8.56
86 H -3.70 -6.27 -6.86
87 H -2.70 -5.53 -8.09
88 H -2.03 -4.79 -5.85
89 H -0.72 -5.62 -6.67
90 H -0.78 -6.30 -4.34
91 H -1.15 -7.68 -5.34
92 H -3.22 -5.97 -3.86
93 H -2.66 -7.56 -3.36
94 H -3.60 -7.38 -4.83



[2]
C27H61N2O5 | wB97M-V/def2-TZVPD

## Properties
- Spin multiplicity: 1
- Total charge: +1
- F_max: 0.0144 hartree/bohr

CARTESIAN COORDINATES (ANGSTROEM)
1 C 7.24 0.44 2.02
2 C 7.19 1.93 2.29
3 N 6.05 2.64 1.64
4 N 4.85 1.91 1.67
5 C 4.22 1.84 2.84
6 C 3.04 1.13 2.97
7 C 2.52 0.51 1.84
8 C 3.17 0.61 0.63
9 C 4.36 1.31 0.57
10 H 8.13 -0.01 2.44
11 H 6.40 -0.09 2.45
12 H 7.22 0.27 0.94
13 H 8.08 2.42 1.92
14 H 7.15 2.13 3.35
15 H 6.27 2.89 0.69
16 H 4.65 2.36 3.69
17 H 2.55 1.09 3.92
18 H 1.59 -0.05 1.93
19 H 2.80 0.15 -0.27
20 H 4.94 1.42 -0.33
21 C 9.40 -4.82 1.21
22 C 9.19 -3.49 1.92
23 O 7.84 -3.22 2.24
24 C 7.20 -4.16 3.10
25 C 7.86 -4.31 4.46
26 H 8.81 -4.86 0.29
27 H 10.45 -4.94 0.94
28 H 9.12 -5.67 1.83
29 H 9.50 -2.68 1.26
30 H 9.82 -3.43 2.81
31 H 7.11 -5.13 2.60
32 H 6.18 -3.78 3.23
33 H 8.88 -4.69 4.38
34 H 7.29 -5.00 5.08
35 H 7.91 -3.35 4.97
36 C -2.66 1.94 -0.21
37 C -2.48 3.21 0.60
38 O -1.73 3.02 1.79
39 C -0.42 2.54 1.63
40 C 0.47 3.45 0.80
41 H -3.15 1.17 0.39
42 H -3.28 2.14 -1.09
43 H -1.71 1.53 -0.56
44 H -3.45 3.58 0.92
45 H -2.03 4.00 -0.01
46 H -0.44 1.52 1.21
47 H -0.01 2.46 2.64
48 H 0.11 3.56 -0.23
49 H 1.49 3.05 0.75
50 H 0.52 4.45 1.24
51 C -3.53 6.91 -1.21
52 C -2.08 7.33 -1.28
53 O -1.32 6.65 -2.26
54 C -1.76 6.81 -3.60
55 C -1.75 8.25 -4.09
56 H -3.60 5.83 -1.04
57 H -4.04 7.43 -0.40
58 H -4.07 7.14 -2.13
59 H -1.59 7.10 -0.33
60 H -1.99 8.42 -1.41
61 H -2.75 6.36 -3.74
62 H -1.06 6.22 -4.20
63 H -2.45 8.87 -3.53
64 H -2.05 8.29 -5.14
65 H -0.76 8.68 -3.99
66 C -4.53 -4.77 0.28
67 C -3.58 -4.08 -0.69
68 O -3.85 -2.70 -0.87
69 C -3.78 -1.89 0.29
70 C -2.41 -1.88 0.95
71 H -5.56 -4.65 -0.06
72 H -4.30 -5.83 0.33
73 H -4.46 -4.36 1.29
74 H -3.68 -4.53 -1.67
75 H -2.54 -4.23 -0.38
76 H -4.56 -2.17 1.00
77 H -4.02 -0.88 -0.05
78 H -2.13 -2.87 1.32
79 H -2.41 -1.20 1.80
80 H -1.65 -1.56 0.24
81 C -8.22 -5.79 -4.74
82 C -8.73 -5.52 -3.33
83 O -7.77 -4.95 -2.46
84 C -7.24 -3.70 -2.86
85 C -8.28 -2.60 -2.99
86 H -7.34 -6.44 -4.70
87 H -8.99 -6.28 -5.33
88 H -7.93 -4.88 -5.25
89 H -9.01 -6.47 -2.86
90 H -9.63 -4.91 -3.36
91 H -6.66 -3.80 -3.78
92 H -6.53 -3.42 -2.07
93 H -9.01 -2.82 -3.77
94 H -7.80 -1.65 -3.24
95 H -8.82 -2.47 -2.05



[3]
C27H64O15S | wB97M-V/def2-TZVPD

## Properties
- SMILES: CCOS(C)(=O)=O.COCCOCCOC.COCCOCCOC.COCCOCCOC.COCCOCCOC
- Energy above the lowest of the compared OMol25 structures with the same formula, charge and spin: 0.742 eV
- Spin multiplicity: 1
- F_max: 0.0396 hartree/bohr

CARTESIAN COORDINATES (ANGSTROEM)
1 C -1.47 -0.86 -0.43
2 C -0.44 -1.80 -1.04
3 O 0.83 -1.32 -0.60
4 S 2.13 -2.07 -1.16
5 C 3.24 -0.68 -1.36
6 O 2.64 -2.91 -0.12
7 O 1.84 -2.63 -2.44
8 H -2.51 -1.06 -0.69
9 H -1.21 0.17 -0.66
10 H -1.37 -0.91 0.66
11 H -0.60 -2.81 -0.65
12 H -0.58 -1.83 -2.13
13 H 3.06 -0.16 -2.30
14 H 4.22 -1.14 -1.42
15 H 3.20 -0.04 -0.48
16 C 0.83 0.64 -3.81
17 O 1.89 1.57 -3.89
18 C 2.34 1.77 -5.24
19 C 2.81 0.53 -5.96
20 O 3.92 0.02 -5.27
21 C 4.41 -1.21 -5.75
22 C 4.33 -2.28 -4.66
23 O 4.60 -3.53 -5.26
24 C 3.82 -4.58 -4.74
25 H 1.17 -0.40 -3.75
26 H 0.11 0.83 -4.61
27 H 0.37 0.81 -2.83
28 H 3.15 2.50 -5.21
29 H 1.48 2.28 -5.70
30 H 3.06 0.74 -7.00
31 H 2.01 -0.23 -6.01
32 H 5.46 -1.17 -6.04
33 H 3.89 -1.48 -6.68
34 H 3.40 -2.24 -4.10
35 H 5.14 -2.05 -3.96
36 H 3.91 -5.46 -5.38
37 H 2.76 -4.30 -4.72
38 H 4.05 -4.79 -3.69
39 C 0.97 3.08 4.40
40 O 0.55 1.91 3.72
41 C -0.53 1.24 4.36
42 C -1.90 1.74 3.94
43 O -2.26 1.54 2.60
44 C -1.48 2.13 1.58
45 C -1.48 3.65 1.58
46 O -2.74 4.13 1.16
47 C -2.90 4.23 -0.24
48 H 0.17 3.83 4.44
49 H 1.79 3.52 3.85
50 H 1.30 2.79 5.41
51 H -0.45 1.44 5.45
52 H -0.35 0.16 4.35
53 H -1.90 2.81 4.21
54 H -2.66 1.30 4.58
55 H -2.00 1.80 0.67
56 H -0.47 1.71 1.48
57 H -0.62 4.04 1.02
58 H -1.29 4.01 2.59
59 H -2.64 5.24 -0.58
60 H -3.95 4.06 -0.46
61 H -2.32 3.48 -0.78
62 C -7.97 -0.59 2.59
63 O -7.98 -1.66 1.66
64 C -7.02 -1.62 0.63
65 C -5.66 -2.15 0.99
66 O -5.11 -1.40 2.06
67 C -4.08 -2.06 2.77
68 C -4.66 -3.07 3.77
69 O -3.74 -3.37 4.80
70 C -2.56 -3.99 4.36
71 H -8.32 0.35 2.15
72 H -6.97 -0.46 2.99
73 H -8.63 -0.88 3.40
74 H -6.91 -0.60 0.24
75 H -7.45 -2.19 -0.19
76 H -4.99 -1.97 0.13
77 H -5.61 -3.23 1.18
78 H -3.43 -1.34 3.26
79 H -3.46 -2.64 2.06
80 H -4.88 -4.02 3.24
81 H -5.61 -2.78 4.22
82 H -2.74 -4.82 3.67
83 H -2.03 -4.32 5.26
84 H -1.83 -3.30 3.91
85 C 4.51 -2.27 1.70
86 O 3.85 -1.04 1.60
87 C 4.69 0.05 1.90
88 C 3.86 1.30 1.95
89 O 3.25 1.45 0.69
90 C 2.39 2.54 0.58
91 C 1.72 2.55 -0.77
92 O 0.88 3.71 -0.81
93 C 0.49 3.98 -2.13
94 H 4.73 -2.56 2.74
95 H 5.41 -2.23 1.06
96 H 3.93 -3.07 1.23
97 H 5.41 0.12 1.06
98 H 5.32 -0.09 2.78
99 H 4.47 2.16 2.25
100 H 3.04 1.23 2.69
101 H 2.80 3.53 0.82
102 H 1.54 2.43 1.28
103 H 1.08 1.69 -0.99
104 H 2.42 2.61 -1.61
105 H -0.04 3.11 -2.53
106 H 1.32 4.32 -2.76
107 H -0.18 4.84 -2.15



[4]
C27H64O39S11 | wB97M-V/def2-TZVPD

## Properties
- Spin multiplicity: 2
- Total charge: +1
- F_max: 0.0964 hartree/bohr

CARTESIAN COORDINATES (ANGSTROEM)
1 O -0.46 -2.35 2.69
2 S 0.27 -3.15 1.71
3 O 0.48 -2.72 0.31
4 O 1.72 -3.64 2.30
5 C 2.07 -3.37 3.64
6 C 1.72 -4.58 4.46
7 C -0.39 -4.87 1.58
8 H 1.59 -2.47 4.02
9 H 3.16 -3.32 3.72
10 H 0.65 -4.71 4.65
11 H 2.26 -4.69 5.40
12 H 2.07 -5.38 3.81
13 H -1.02 -4.97 2.46
14 H 0.47 -5.44 1.92
15 H -0.89 -5.09 0.63
16 O -4.42 -2.15 3.13
17 S -3.86 -2.45 4.43
18 O -3.26 -3.72 4.77
19 O -2.73 -1.33 4.81
20 C -2.71 -0.20 4.02
21 C -1.61 0.79 4.49
22 C -5.01 -1.91 5.66
23 H -3.71 0.23 3.92
24 H -2.51 -0.28 2.95
25 H -0.70 0.28 4.81
26 H -2.10 1.35 5.28
27 H -1.18 1.35 3.66
28 H -6.00 -2.36 5.56
29 H -5.25 -0.87 5.86
30 H -4.63 -2.39 6.56
31 O -2.26 -1.98 -2.07
32 S -3.51 -2.73 -1.70
33 O -4.84 -2.45 -2.34
34 O -3.28 -4.39 -1.53
35 C -3.77 -5.22 -2.52
36 C -2.94 -5.15 -3.80
37 C -3.63 -2.32 0.10
38 H -4.84 -5.08 -2.45
39 H -3.68 -6.25 -2.16
40 H -3.03 -6.02 -4.44
41 H -1.89 -5.04 -3.52
42 H -3.22 -4.29 -4.41
43 H -2.92 -1.59 0.48
44 H -3.58 -3.27 0.62
45 H -4.59 -1.84 0.27
46 O 5.26 4.61 3.68
47 S 5.18 5.30 2.45
48 O 4.16 6.30 2.10
49 O 6.59 6.14 2.24
50 C 7.71 5.63 2.90
51 C 7.88 5.92 4.44
52 C 5.33 4.14 1.08
53 H 8.46 6.24 2.40
54 H 7.84 4.64 2.46
55 H 8.91 5.66 4.68
56 H 7.18 5.27 4.98
57 H 7.40 6.88 4.63
58 H 4.58 3.39 1.34
59 H 6.33 3.72 1.04
60 H 5.04 4.65 0.16
61 O -1.34 -1.64 -6.14
62 S -0.28 -2.24 -5.28
63 O -0.40 -3.29 -4.24
64 O 0.98 -2.66 -6.36
65 C 1.25 -3.98 -6.66
66 C 0.21 -4.69 -7.49
67 C 0.60 -0.81 -4.48
68 H 1.37 -4.43 -5.67
69 H 2.17 -3.96 -7.25
70 H -0.57 -4.84 -6.74
71 H 0.29 -5.73 -7.81
72 H -0.29 -4.03 -8.19
73 H 1.37 -1.36 -3.95
74 H -0.06 -0.29 -3.79
75 H 1.01 -0.17 -5.27
76 C 0.06 5.06 -2.13
77 C 1.21 5.98 -1.60
78 O 0.83 6.22 -0.26
79 S 0.09 4.91 0.41
80 O -1.23 5.23 0.90
81 O 1.06 4.13 1.27
82 O -0.07 4.17 -1.05
83 H 0.43 4.50 -2.99
84 H -0.91 5.51 -2.33
85 H 1.27 6.96 -2.08
86 H 2.18 5.49 -1.73
87 C 3.04 -2.65 -1.62
88 C 3.16 -4.00 -0.98
89 O 4.38 -4.48 -1.49
90 S 4.54 -4.13 -3.13
91 O 3.89 -5.17 -3.98
92 O 5.86 -3.70 -3.44
93 O 3.50 -2.85 -2.97
94 H 3.71 -1.91 -1.18
95 H 1.99 -2.35 -1.52
96 H 2.32 -4.68 -1.12
97 H 3.36 -3.94 0.09
98 C -4.66 4.53 0.98
99 C -5.46 4.34 -0.30
100 O -5.72 2.98 -0.22
101 S -4.33 2.14 0.14
102 O -3.44 2.01 -1.00
103 O -4.62 1.01 1.04
104 O -3.82 3.33 1.17
105 H -5.24 4.65 1.89
106 H -3.91 5.31 0.82
107 H -5.04 4.42 -1.30
108 H -6.39 4.90 -0.39
109 C -0.26 0.67 -1.12
110 C -0.61 1.07 0.29
111 O 0.65 1.36 0.95
112 S 1.90 1.24 -0.15
113 O 2.57 -0.09 -0.08
114 O 2.73 2.41 -0.19
115 O 0.91 1.34 -1.46
116 H -1.08 0.97 -1.77
117 H -0.13 -0.41 -1.25
118 H -1.11 0.31 0.90
119 H -1.33 1.89 0.19
120 C 2.58 2.11 3.80
121 C 2.23 0.62 3.50
122 O 2.67 -0.06 4.71
123 S 2.49 0.93 6.05
124 O 3.37 0.56 7.12
125 O 1.09 1.24 6.43
126 O 3.14 2.12 5.10
127 H 1.83 2.86 3.57
128 H 3.45 2.28 3.18
129 H 2.92 0.23 2.75
130 H 1.15 0.53 3.33
131 C -4.03 0.55 -4.09
132 C -4.45 1.19 -5.38
133 O -3.45 2.14 -5.75
134 S -2.39 2.34 -4.47
135 O -2.73 3.33 -3.43
136 O -1.11 2.43 -5.09
137 O -2.70 0.87 -3.84
138 H -4.05 -0.54 -4.07
139 H -4.65 1.00 -3.31
140 H -5.32 1.79 -5.13
141 H -4.51 0.49 -6.21



no.,calculated total energy (eV)
1,-70538.1614
2,-42196.6401
3,-70576.4031
4,-228052.1726